The ion C3H8NS with charge -1 at a distorted geometry, computed with the ωB97M-V functional and the def2-TZVPD basis.

Last column: natural (NBO) charge in e.
Geometry (Å):
H 0.77401 0.61022 -2.19759  0.35
H 1.00450 1.00021 0.17272  0.20
H 1.47916 -0.61548 0.10700  0.17
H -0.77660 0.48572 -2.59934  0.34
H -0.59937 -1.37183 -0.74119  0.16
C -0.45501 -0.28575 -0.74432  -0.22
H 0.78722 -0.46668 2.44464  0.18
H -1.35630 0.27229 -0.47494  0.20
N -0.02625 0.00682 -2.13878  -0.86
H -0.75537 -0.91795 1.73144  0.17
C 0.02937 -0.13958 1.73931  -0.52
C 0.57460 -0.00330 0.31304  -0.42
S -0.67995 1.42531 2.38802  -0.74

Force components x, y, z for each atom (eV/Å):
0.274 0.295 0.322
-0.508 0.135 0.190
-0.436 -0.380 0.268
-0.224 0.221 -0.329
-0.627 0.119 0.291
0.339 -0.328 -0.444
0.299 -0.166 -0.107
-0.082 -0.240 -0.063
-0.223 -0.273 0.223
0.240 0.117 0.025
-0.521 0.177 -0.066
1.558 0.428 -0.164
-0.087 -0.104 -0.144

Output
**SMILES string**: NCCC[S-]
**Total charge**: -1
**2S+1**: 1
**E_LUMO**: 4.246 eV
**HOMO level**: -2.2 eV